Here is a structure of composition C18H28AuN3O5P from the Open Molecules 2025 dataset. Energies are from wB97M-V/def2-TZVPD.

Atoms and positions in Å:
Au1 0.45 0.82 0.31
P1 -2.09 -0.53 -2.08
O1 -1.94 -0.06 2.23
O2 -2.23 -1.18 -3.41
O3 -1.25 2.43 0.31
O4 -0.78 0.18 -1.80
O5 -1.26 3.36 2.33
N1 4.39 0.17 -2.07
N2 -0.66 -2.53 -1.43
N3 -3.18 1.87 -1.55
C1 -5.49 2.06 2.26
C2 4.69 -1.16 -2.66
C3 2.05 -0.28 0.94
C4 -3.12 1.97 1.83
C5 4.14 -1.92 1.90
C6 4.22 -1.36 0.64
C7 3.17 0.17 -1.19
C8 -3.55 0.45 -1.56
C9 2.02 -0.85 2.21
C10 -1.80 2.65 1.54
C11 5.57 0.80 -1.41
C12 -3.11 0.64 2.26
C13 -4.32 2.66 1.84
C14 -5.47 0.74 2.70
C15 3.20 -0.54 0.16
C16 -1.95 -2.00 -0.88
C17 -4.28 0.03 2.70
C18 3.04 -1.65 2.70
H1 -4.35 0.20 -2.26
H2 1.18 -0.63 2.85
H3 -4.25 -0.98 3.08
H4 5.58 -1.09 -3.29
H5 3.85 -1.48 -3.27
H6 4.86 -1.89 -1.89
H7 2.35 -0.24 -1.78
H8 -3.99 2.46 -1.40
H9 2.98 -2.06 3.70
H10 -6.38 0.27 3.05
H11 -0.24 -3.32 -0.94
H12 -1.81 -1.69 0.15
H13 -1.97 -0.80 2.85
H14 -4.32 3.70 1.52
H15 4.15 0.78 -2.85
H16 -6.42 2.62 2.26
H17 -2.74 -2.73 -0.98
H18 5.11 -1.57 0.06
H19 2.91 1.21 -1.00
H20 4.93 -2.57 2.25
H21 -2.77 2.13 -2.44
H22 5.33 1.82 -1.15
H23 -0.84 -2.72 -2.43
H24 5.83 0.26 -0.51
H25 -3.85 0.16 -0.56
H26 6.42 0.79 -2.09
H27 -1.95 2.14 -0.37
H28 -0.05 -1.68 -1.42

## Properties
**E_HOMO**: -0.3943 Eh
**Lowest unoccupied orbital energy**: -0.0945 hartree
**Calculated total energy**: -1720.0221 Ha
**Charge**: +1
**Orbital gap**: 8.16 eV
**Max |F|**: 0.013 hartree/bohr

Charges computed using Mulliken, reported in e: number 1, Au, carries 0.251; number 2, P, carries 0.816; number 3, O, carries -0.296; number 4, O, carries -0.801; number 5, O, carries -0.726; number 6, O, carries -0.776; number 7, O, carries -0.521; number 8, N, carries 0.043; number 9, N, carries -0.204; number 10, N, carries -0.578; number 11, C, carries -0.724; number 12, C, carries -0.749; number 13, C, carries -0.726; number 14, C, carries 0.417; number 15, C, carries -0.911; number 16, C, carries -0.372; number 17, C, carries -1.333; number 18, C, carries -0.474; number 19, C, carries -0.296; number 20, C, carries 0.083; number 21, C, carries -0.807; number 22, C, carries 0.652; number 23, C, carries -0.320; number 24, C, carries -0.605; number 25, C, carries 1.956; number 26, C, carries -0.451; number 27, C, carries -0.590; number 28, C, carries -0.821; number 29, H, carries 0.459; number 30, H, carries 0.467; number 31, H, carries 0.386; number 32, H, carries 0.371; number 33, H, carries 0.328; number 34, H, carries 0.342; number 35, H, carries 0.454; number 36, H, carries 0.261; number 37, H, carries 0.407; number 38, H, carries 0.415; number 39, H, carries 0.369; number 40, H, carries 0.184; number 41, H, carries 0.296; number 42, H, carries 0.499; number 43, H, carries 0.301; number 44, H, carries 0.428; number 45, H, carries 0.414; number 46, H, carries 0.206; number 47, H, carries 0.495; number 48, H, carries 0.412; number 49, H, carries 0.234; number 50, H, carries 0.336; number 51, H, carries 0.359; number 52, H, carries 0.398; number 53, H, carries 0.152; number 54, H, carries 0.366; number 55, H, carries 0.518; number 56, H, carries 0.004



Here is a structure of composition C11H18Al2Cl8F6N2O2 from the Open Molecules 2025 dataset. Energies are from wB97M-V/def2-TZVPD.

Atoms and positions in Å:
Cl1 -0.42 -0.47 5.53
Cl2 -3.25 7.42 0.81
Cl3 -4.47 8.97 2.94
Cl4 -0.43 2.45 5.37
Cl5 -0.70 -0.47 -2.31
Cl6 -4.33 6.08 3.15
Cl7 -2.75 1.06 3.07
Cl8 -6.11 7.31 1.22
Al1 2.93 4.38 -0.73
Al2 -2.45 3.54 1.04
F1 2.34 3.26 0.53
F2 -3.90 -0.39 -0.81
F3 3.21 3.47 -2.21
F4 4.41 5.14 -0.21
F5 -4.51 -0.89 1.51
F6 1.71 5.61 -1.03
O1 2.42 -0.86 -3.45
O2 -0.11 -4.74 -1.79
N1 -1.59 1.52 1.11
N2 -2.37 0.46 0.82
C1 1.92 -4.42 -3.04
C2 -0.24 0.94 4.47
C3 -0.21 1.33 0.94
C4 3.13 -0.61 0.53
C5 2.00 -0.19 0.28
C6 0.45 0.02 0.44
C7 -0.54 -1.10 0.10
C8 1.64 -6.37 -1.49
C9 -4.54 7.45 2.03
C10 -2.05 -0.78 0.35
C11 1.31 -4.91 -1.74
H1 -0.19 -2.09 -0.30
H2 1.24 -7.00 -2.29
H3 1.67 -3.37 -3.21
H4 3.01 -4.51 -3.02
H5 -1.02 0.89 3.69
H6 -3.40 0.60 0.96
H7 2.80 -0.71 -2.55
H8 1.45 -1.05 -3.40
H9 2.72 -6.53 -1.42
H10 0.75 0.92 4.02
H11 1.67 -4.30 -0.91
H12 1.54 -4.98 -3.89
H13 2.62 -0.12 -4.05
H14 4.24 -0.66 0.70
H15 -0.45 -5.28 -2.53
H16 -2.85 -1.55 0.15
H17 1.18 -6.71 -0.56
H18 0.49 2.23 1.17

## Properties
**E_HOMO**: -0.3423 Eh
**Lowest unoccupied orbital energy**: -0.2101 hartree
**Calculated total energy**: -5455.2074 Ha
**Orbital gap**: 3.60 eV
**Max |F|**: 0.085 hartree/bohr

Charges computed using Mulliken, reported in e: number 1, Cl, carries -0.169; number 2, Cl, carries -0.099; number 3, Cl, carries -0.084; number 4, Cl, carries -0.157; number 5, Cl, carries -0.376; number 6, Cl, carries -0.093; number 7, Cl, carries -0.241; number 8, Cl, carries -0.081; number 9, Al, carries 0.705; number 10, Al, carries 0.666; number 11, F, carries -0.396; number 12, F, carries -0.532; number 13, F, carries -0.446; number 14, F, carries -0.420; number 15, F, carries -0.482; number 16, F, carries -0.427; number 17, O, carries -0.295; number 18, O, carries -0.543; number 19, N, carries -0.462; number 20, N, carries 0.396; number 21, C, carries -1.017; number 22, C, carries 0.604; number 23, C, carries -0.497; number 24, C, carries 0.097; number 25, C, carries -1.177; number 26, C, carries 1.004; number 27, C, carries -0.698; number 28, C, carries -1.453; number 29, C, carries 0.340; number 30, C, carries 0.030; number 31, C, carries 0.534; number 32, H, carries 0.430; number 33, H, carries 0.356; number 34, H, carries 0.122; number 35, H, carries 0.394; number 36, H, carries -0.490; number 37, H, carries 0.504; number 38, H, carries 0.388; number 39, H, carries 0.235; number 40, H, carries 0.371; number 41, H, carries 0.206; number 42, H, carries 0.270; number 43, H, carries 0.358; number 44, H, carries 0.478; number 45, H, carries 0.394; number 46, H, carries 0.345; number 47, H, carries 0.459; number 48, H, carries 0.357; number 49, H, carries 0.591